# 1
Formula: C64H66Ge2N6O5ReS4
Source: the Open Molecules 2025 dataset
Level of theory: the ωB97M-V functional and the def2-TZVPD basis

Output
* gap between HOMO and LUMO (spin up / spin down): 7.062 / 6.487 eV
* LUMO (spin up / spin down): 0.0028 / -0.0260 hartree
* 2S+1: 4
* ⟨S²⟩: 3.78
* E_HOMO (spin up / spin down): -6.986 / -7.194 eV

Geometry (Å):
Re -1.232 1.322 -1.965
O -5.145 2.066 -3.905
C -4.264 1.659 -3.161
O -3.217 2.288 -2.829
C -4.365 0.244 -2.605
C -5.531 -0.512 -2.651
C -5.481 -1.828 -2.220
C -4.261 -2.359 -1.829
C -3.151 -1.528 -1.814
N -3.228 -0.250 -2.153
C -1.770 -2.019 -1.480
O -1.525 -3.182 -1.233
O -0.893 -1.086 -1.497
H -6.438 -0.059 -3.019
H -6.374 -2.438 -2.218
H -4.140 -3.395 -1.558
C 1.176 -3.141 6.033
C 1.492 -3.179 4.566
C 0.730 -3.934 3.686
C 1.042 -4.002 2.338
C 0.247 -4.857 1.401
C 2.135 -3.275 1.856
C 2.918 -2.513 2.722
C 4.130 -1.767 2.248
C 2.579 -2.476 4.067
C 2.554 -3.459 0.448
C 3.365 -4.565 0.199
C 3.875 -4.798 -1.062
C 3.595 -3.908 -2.079
C 2.774 -2.805 -1.856
C 2.233 -2.596 -0.595
Ge 0.965 -1.029 -0.290
S 1.041 0.750 -1.836
S 1.824 0.595 1.268
Ge -0.353 0.622 1.837
S -1.752 1.574 0.326
S -0.623 -1.565 1.373
C -0.815 1.513 3.582
C -2.093 1.342 4.106
C -2.457 2.012 5.267
C -1.563 2.863 5.887
C -0.295 3.028 5.365
C 0.098 2.346 4.216
C 1.506 2.487 3.778
C 1.874 3.364 2.760
C 0.830 4.100 1.976
C 3.218 3.509 2.444
C 4.199 2.802 3.117
C 5.653 2.946 2.782
C 3.811 1.922 4.120
C 2.481 1.752 4.459
C 2.071 0.760 5.505
C -3.042 0.417 3.456
C -4.101 0.915 2.694
C -4.313 2.398 2.577
C -4.939 0.017 2.049
C -4.772 -1.355 2.183
C -5.679 -2.332 1.492
C -3.760 -1.824 3.009
C -2.888 -0.958 3.648
C -1.819 -1.496 4.550
C 2.582 -1.895 -3.005
C 3.434 -0.796 -3.146
C 4.414 -0.446 -2.067
C 3.370 -0.041 -4.307
C 2.479 -0.355 -5.321
C 2.435 0.463 -6.580
C 1.635 -1.442 -5.152
C 1.672 -2.225 -4.009
C 0.770 -3.409 -3.857
H 0.375 -3.835 6.275
H 0.869 -2.141 6.334
H 2.055 -3.410 6.617
H -0.116 -4.494 4.059
H -0.622 -5.273 1.905
H 0.860 -5.676 1.024
H -0.099 -4.277 0.545
H 4.401 -2.058 1.237
H 4.972 -1.955 2.911
H 3.930 -0.696 2.253
H 3.196 -1.903 4.744
H 3.601 -5.226 1.021
H 4.506 -5.655 -1.250
H 4.016 -4.045 -3.065
H -3.444 1.858 5.681
H -1.851 3.394 6.782
H 0.414 3.686 5.847
H 0.002 4.409 2.612
H 0.429 3.441 1.201
H 1.259 4.974 1.491
H 3.497 4.185 1.648
H 5.822 3.753 2.074
H 6.023 2.019 2.345
H 6.233 3.146 3.681
H 4.569 1.357 4.643
H 2.941 0.316 5.979
H 1.483 -0.031 5.037
H 1.450 1.224 6.270
H -4.355 2.870 3.559
H -5.241 2.611 2.053
H -3.486 2.854 2.031
H -5.736 0.398 1.424
H -6.348 -1.825 0.800
H -6.277 -2.868 2.230
H -5.093 -3.065 0.940
H -3.635 -2.889 3.143
H -2.123 -2.466 4.933
H -1.626 -0.822 5.382
H -0.884 -1.633 4.004
H 5.092 -1.280 -1.876
H 3.887 -0.216 -1.136
H 4.995 0.427 -2.357
H 4.043 0.796 -4.427
H 3.400 0.928 -6.773
H 1.690 1.256 -6.489
H 2.171 -0.155 -7.436
H 0.953 -1.711 -5.947
H 0.216 -3.590 -4.775
H 0.050 -3.240 -3.058
H 1.334 -4.304 -3.600
C 1.545 4.010 -1.906
C 0.141 4.283 -1.528
N -0.933 3.519 -1.699
C -2.015 4.246 -1.255
C -1.589 5.457 -0.822
N -0.234 5.467 -1.002
H 1.728 2.938 -1.944
H 2.222 4.453 -1.181
H 1.755 4.435 -2.886
H -3.008 3.840 -1.292
H -2.127 6.285 -0.411
H 0.389 6.224 -0.771
C -1.981 -1.395 -6.638
N -1.545 -0.094 -6.182
C -1.402 0.939 -7.027
C -1.110 2.180 -6.570
C -1.020 2.359 -5.159
N -1.063 1.321 -4.338
C -1.317 0.064 -4.802
O -1.394 -0.898 -4.075
N -0.856 3.592 -4.660
H -2.641 -1.285 -7.497
H -2.509 -1.879 -5.816
H -1.132 -2.021 -6.916
H -1.544 0.722 -8.076
H -1.001 3.020 -7.235
H -1.048 4.377 -5.260
H -1.038 3.694 -3.669

=====

# 2
Formula: C64H76N12O22P2Si
Source: the Open Molecules 2025 dataset
Level of theory: the ωB97M-V functional and the def2-TZVPD basis

Output
* gap between HOMO and LUMO: 7.745 eV
* LUMO: -0.0342 hartree
* 2S+1: 1
* E_HOMO: -8.677 eV

Geometry (Å):
C 4.062 -0.395 0.461
C 2.522 -0.278 0.377
P 1.714 1.237 1.085
C 2.769 2.599 0.455
C 2.978 2.317 -1.052
N 1.835 1.153 2.869
P 2.828 -0.044 3.575
O 4.256 0.348 3.546
C 0.618 1.403 3.531
N 0.501 2.562 4.303
C 1.299 3.681 3.806
O 0.802 4.030 2.524
C 0.974 5.425 2.292
C 1.026 2.151 5.663
O 0.732 0.983 6.003
O 1.712 2.973 6.260
N -0.406 0.606 3.519
C -0.382 -0.701 2.848
C -1.490 -0.978 1.837
O -1.275 -0.265 0.644
Si -2.418 -0.442 -0.565
C -2.168 -2.036 -1.555
C -4.188 -0.456 0.066
C -2.257 0.997 -1.783
C -1.623 0.905 4.297
C -2.693 1.798 3.628
C -2.182 3.000 2.852
N -1.753 2.823 1.534
O -2.144 4.081 3.396
H 4.559 0.575 0.455
H 4.409 -0.897 1.364
H 4.477 -0.943 -0.388
H 2.077 -1.174 0.814
H 2.252 -0.310 -0.676
H 3.746 2.678 0.939
H 2.280 3.564 0.535
H 2.138 1.749 -1.463
H 3.037 3.228 -1.642
H 3.866 1.715 -1.239
H 2.635 -1.282 2.923
H 2.378 -0.217 4.896
H 1.120 4.502 4.501
H 2.375 3.492 3.799
H 0.941 5.585 1.216
H 1.941 5.773 2.667
H 0.189 5.977 2.814
H 0.573 -0.928 2.390
H -0.536 -1.440 3.643
H -2.474 -0.819 2.290
H -1.421 -2.055 1.626
H -3.116 -2.393 -1.957
H -1.716 -2.817 -0.937
H -1.491 -1.828 -2.387
H -4.813 0.025 -0.690
H -4.360 0.091 0.998
H -4.597 -1.458 0.203
H -2.209 0.651 -2.814
H -3.160 1.611 -1.697
H -1.410 1.635 -1.520
H -1.373 1.291 5.276
H -2.071 -0.076 4.461
H -3.382 1.215 3.012
H -3.282 2.229 4.434
H -2.507 2.700 0.869
H -1.186 3.613 1.250
C 5.105 -2.466 5.183
C 6.421 -2.474 5.619
C 6.876 -3.491 6.443
C 5.996 -4.490 6.821
C 4.677 -4.495 6.405
C 4.234 -3.474 5.578
N 6.479 -5.582 7.679
O 7.638 -5.542 8.042
O 5.694 -6.462 7.968
H 4.769 -1.672 4.526
H 7.096 -1.687 5.309
H 7.902 -3.504 6.782
H 4.004 -5.281 6.714
H 3.205 -3.468 5.241
C 2.697 0.575 10.554
C 1.995 0.527 9.356
C 0.983 -0.404 9.188
C 0.686 -1.271 10.223
C 1.378 -1.241 11.422
C 2.392 -0.310 11.582
N -0.402 -2.246 10.052
O -0.980 -2.270 8.984
O -0.660 -2.975 10.990
H 3.484 1.306 10.687
H 2.226 1.215 8.551
H 0.439 -0.434 8.254
H 1.136 -1.928 12.218
H 2.942 -0.271 12.513
C 4.380 -2.243 -5.226
C 3.041 -1.893 -5.094
C 2.693 -0.600 -4.748
C 3.697 0.326 -4.530
C 5.035 -0.003 -4.647
C 5.375 -1.299 -5.001
N 3.321 1.697 -4.161
O 2.137 1.947 -4.050
O 4.214 2.499 -3.975
H 4.649 -3.254 -5.506
H 2.265 -2.624 -5.266
H 1.653 -0.329 -4.647
H 5.805 0.733 -4.469
H 6.417 -1.570 -5.102
C -9.839 1.867 -2.246
C -9.068 0.985 -2.992
C -8.316 0.013 -2.357
C -8.348 -0.061 -0.977
C -9.110 0.807 -0.215
C -9.861 1.776 -0.860
N -7.542 -1.086 -0.304
O -6.853 -1.806 -1.000
O -7.583 -1.138 0.909
H -10.424 2.627 -2.746
H -9.048 1.061 -4.070
H -7.709 -0.670 -2.932
H -9.118 0.736 0.863
H -10.460 2.465 -0.280
C -2.197 5.816 -3.866
C -2.856 5.754 -5.086
C -3.981 4.958 -5.229
C -4.429 4.235 -4.138
C -3.782 4.281 -2.914
C -2.658 5.078 -2.782
N -5.629 3.401 -4.274
O -6.174 3.357 -5.361
O -6.014 2.798 -3.293
H -1.321 6.442 -3.758
H -2.495 6.326 -5.930
H -4.490 4.908 -6.180
H -4.146 3.707 -2.075
H -2.142 5.127 -1.833
C -6.312 0.005 -9.427
C -6.280 0.878 -8.348
C -5.461 1.995 -8.381
C -4.686 2.220 -9.505
C -4.700 1.359 -10.587
C -5.520 0.244 -10.543
N -3.829 3.414 -9.557
O -3.816 4.146 -8.585
O -3.185 3.603 -10.567
H -6.956 -0.864 -9.399
H -6.895 0.693 -7.478
H -5.436 2.673 -7.541
H -4.084 1.551 -11.454
H -5.544 -0.439 -11.382
C -3.072 -6.172 -5.117
C -2.800 -5.263 -4.102
C -1.948 -4.196 -4.336
C -1.382 -4.057 -5.591
C -1.637 -4.955 -6.612
C -2.489 -6.020 -6.368
N -0.493 -2.916 -5.850
O -0.268 -2.158 -4.925
O -0.034 -2.794 -6.966
H -3.742 -7.001 -4.931
H -3.255 -5.383 -3.129
H -1.734 -3.485 -3.551
H -1.183 -4.830 -7.584
H -2.700 -6.730 -7.155
C 8.569 -3.354 2.479
C 9.602 -2.587 1.958
C 9.422 -1.891 0.774
C 8.201 -1.976 0.130
C 7.162 -2.741 0.628
C 7.350 -3.434 1.814
N 8.002 -1.221 -1.117
O 8.942 -0.583 -1.544
O 6.907 -1.266 -1.646
H 8.712 -3.890 3.409
H 10.548 -2.528 2.477
H 10.221 -1.292 0.365
H 6.220 -2.799 0.103
H 6.548 -4.034 2.221